Record 1
ORCA calculation (the ωB97M-V functional and the def2-TZVPD basis) on a single C5H13NO2 molecule in a non-equilibrium geometry.

Structure (SMILES): C[C@H]([C@H](C)O)[C@H](N)O
Energy above the lowest of the compared OMol25 structures with the same formula, charge and spin in kJ/mol: 185.4
E in Ha: -403.50598
Kohn-Sham gap in eV: 9.427

```
! RIJCOSX wB97M-V def2-TZVPD def2/J DEFGRID3
* xyz 0 1
C 0.35 0.18 1.52
C 0.20 0.56 0.06
C -1.03 0.16 -0.64
C -2.24 1.21 0.08
O -1.43 -1.17 -0.52
C 1.46 -0.28 -0.86
N 1.53 -1.70 -0.70
O 2.64 0.31 -0.40
H -0.25 0.83 2.15
H 0.05 -0.85 1.71
H 1.40 0.28 1.80
H 0.43 1.61 -0.11
H -1.01 0.39 -1.71
H -3.13 1.08 -0.53
H -1.95 2.26 0.07
H -2.45 0.89 1.09
H -1.58 -1.36 0.42
H 1.31 -0.07 -1.93
H 1.64 -1.95 0.28
H 0.70 -2.15 -1.06
H 3.38 -0.22 -0.72
*
```

Let us look at the Löwdin charges, expressed in e, one per atom:
1 C -0.0656
2 C -0.2632
3 C -0.3818
4 C -0.0061
5 O -0.0327
6 C -0.4001
7 N 0.0652
8 O -0.0453
9 H 0.0766
10 H 0.0730
11 H 0.0810
12 H 0.1344
13 H 0.1364
14 H 0.0497
15 H 0.0555
16 H 0.0503
17 H 0.0929
18 H 0.1353
19 H 0.0769
20 H 0.0727
21 H 0.0948

Record 2
ORCA calculation (the ωB97M-V functional and the def2-TZVPD basis) on 3 unconnected molecules or ions with the total composition C5H13NO2 in a non-equilibrium geometry.

Energy above the lowest of the compared OMol25 structures with the same formula, charge and spin in kJ/mol: 615.9
E in Ha: -403.34203
Kohn-Sham gap in eV: 3.695

```
! RIJCOSX wB97M-V def2-TZVPD def2/J DEFGRID3
* xyz 0 1
C -0.97 1.31 -1.20
N 0.48 0.21 1.17
C 1.09 0.44 -0.06
C 0.23 0.40 -1.29
C 3.41 -0.38 0.63
C 2.43 0.03 -0.23
H -1.76 1.05 -1.93
H -0.68 2.36 -1.42
H -1.46 1.46 -0.23
H -0.23 -0.55 1.17
H 0.13 1.00 1.70
H 0.85 0.80 -2.11
H 3.31 -0.27 1.71
H 4.30 -0.67 0.08
H 2.76 0.22 -1.25
H -0.10 -0.62 -1.54
H -3.07 -2.55 0.06
O -2.38 -1.91 -0.13
H -2.59 -1.16 0.71
H -3.26 -0.77 2.34
O -2.51 -0.41 1.84
*
```

Let us look at the Löwdin charges, expressed in e, one per atom:
1 C -0.0933
2 N 0.1438
3 C -0.1713
4 C -0.1789
5 C 0.1708
6 C -0.0901
7 H 0.0942
8 H 0.0790
9 H 0.0753
10 H 0.1162
11 H 0.1265
12 H 0.1184
13 H 0.0919
14 H 0.0833
15 H 0.1100
16 H 0.1541
17 H -0.0307
18 O -0.2824
19 H -0.0495
20 H -0.0699
21 O -0.3976

Record 3
ORCA calculation (the ωB97M-V functional and the def2-TZVPD basis) on 3 unconnected molecules or ions with the total composition C5H13NO2 in a non-equilibrium geometry.

Energy above the lowest of the compared OMol25 structures with the same formula, charge and spin in kJ/mol: 460.8
E in Ha: -403.40110
Kohn-Sham gap in eV: 8.630

```
! RIJCOSX wB97M-V def2-TZVPD def2/J DEFGRID3
* xyz 0 1
C 3.52 0.61 -0.17
C -1.09 1.32 0.12
N -0.62 0.18 -0.68
C 1.34 -1.33 -0.34
C 0.33 -0.56 0.16
C -1.31 -1.06 -0.22
O -2.26 -1.08 0.57
H 4.36 0.17 -0.70
H 3.31 1.61 -0.55
H 3.73 0.67 0.90
H -1.37 1.07 1.14
H -2.00 1.72 -0.35
H -0.35 2.12 0.12
H 2.69 -0.16 -0.21
H 1.34 -1.57 -1.40
H 1.59 -2.23 0.23
H 0.35 -0.36 1.23
H -1.15 -1.96 -0.81
H -3.44 -0.18 0.24
H -4.89 0.44 0.61
O -4.09 0.58 0.11
*
```

Let us look at the Löwdin charges, expressed in e, one per atom:
1 C -0.0369
2 C -0.0771
3 N -0.0013
4 C 0.0217
5 C -0.2678
6 C -0.3252
7 O 0.0041
8 H 0.0208
9 H 0.0265
10 H 0.0249
11 H 0.0935
12 H 0.0813
13 H 0.0871
14 H -0.0343
15 H 0.0957
16 H 0.0948
17 H 0.1464
18 H 0.1469
19 H -0.0175
20 H 0.0223
21 O -0.1057

Record 4
ORCA calculation (the ωB97M-V functional and the def2-TZVPD basis) on 3 unconnected molecules or ions with the total composition C5H13NO2 in a non-equilibrium geometry.

Structure (SMILES): C=CC(=C)NC.O.O
Energy above the lowest of the compared OMol25 structures with the same formula, charge and spin in kJ/mol: 342.6
E in Ha: -403.44610
Kohn-Sham gap in eV: 8.534

```
! RIJCOSX wB97M-V def2-TZVPD def2/J DEFGRID3
* xyz 0 1
C -0.20 -1.30 -1.67
C -0.27 0.01 -1.64
C 0.50 1.00 -0.88
C 1.73 1.33 -1.30
N -0.20 1.37 0.25
C 0.47 1.75 1.51
H 0.46 -1.98 -1.17
H -0.70 -1.99 -2.30
H -1.01 0.52 -2.30
H 2.48 1.74 -0.66
H 2.07 1.04 -2.29
H -0.89 0.68 0.61
H 0.75 2.85 1.48
H -0.22 1.49 2.33
H 1.37 1.15 1.65
O -0.16 -2.54 0.80
H 0.28 -2.78 1.60
H 0.36 -2.32 0.02
O -2.20 -0.35 1.52
H -1.85 -1.23 1.74
H -2.76 -0.43 0.71
*
```

Let us look at the Löwdin charges, expressed in e, one per atom:
1 C 0.0157
2 C -0.1298
3 C -0.4249
4 C 0.0386
5 N -0.0420
6 C -0.0949
7 H 0.0380
8 H 0.0703
9 H 0.1288
10 H 0.0438
11 H 0.0501
12 H 0.0747
13 H 0.0960
14 H 0.0738
15 H 0.0689
16 O -0.0480
17 H 0.0318
18 H -0.0281
19 O -0.0737
20 H 0.0310
21 H 0.0796

Question: What is the formula in the fourth record?
Answer: C5H13NO2